{"formula": "C4H16BInO4", "method": "ωB97M-V/def2-TZVPD", "charge": 2, "e_above_lowest_kj_mol": 368.3, "gap_ev": 3.786, "homo_energy_ha": -0.65161, "symbols": ["In", "B", "H", "H", "H", "H", "C", "C", "O", "O", "H", "H", "H", "H", "H", "H", "C", "C", "O", "O", "H", "H", "H", "H", "H", "H"], "xyz": [[0.18, -0.74, 1.07], [-0.73, -3.65, 0.69], [-0.06, -3.56, 1.53], [-0.18, -3.48, -0.22], [-1.13, -4.65, 0.68], [-1.51, -2.91, 0.73], [2.89, 1.58, -0.57], [3.70, 0.84, 0.49], [2.88, 0.62, 1.62], [1.80, 0.76, -0.96], [3.47, 1.83, -1.45], [2.48, 2.51, -0.18], [4.54, 1.48, 0.73], [4.08, -0.12, 0.11], [3.50, 0.39, 2.31], [1.51, 1.00, -1.84], [-2.49, 1.57, -0.45], [-3.37, 0.34, -0.48], [-2.85, -0.76, 0.23], [-1.06, 1.40, -0.61], [-2.67, 2.20, 0.42], [-2.90, 2.30, -1.15], [-3.39, 0.04, -1.53], [-4.33, 0.48, 0.01], [-3.59, -1.37, 0.23], [-0.79, 1.88, -1.40]]}